DFT (wB97M-V/def2-TZVPD) results for a structure of composition C39H56LiN3OPS2Se at a distorted geometry.

Atoms and positions in Å:
Li -0.53 0.23 -0.27
C -3.56 2.61 1.64
C -4.20 1.94 0.44
C -4.78 0.60 0.86
P -2.72 1.65 -0.82
C -2.44 3.26 -1.71
C -1.54 2.82 -2.84
C -3.65 4.10 -2.19
C -3.49 0.59 -2.03
C -4.76 0.64 -2.57
C -5.16 -0.17 -3.59
C -6.54 -0.02 -4.19
C -4.26 -1.11 -4.08
C -3.06 -1.32 -3.49
C -2.55 -0.46 -2.43
N -1.33 -0.58 -1.87
C -0.56 -1.69 -2.18
C 0.59 -1.52 -2.99
C 0.81 -0.23 -3.71
C 1.49 -2.62 -3.20
C 1.27 -3.84 -2.56
C 2.24 -5.03 -2.73
C 0.15 -3.97 -1.69
C -0.81 -2.96 -1.57
C -2.01 -3.22 -0.73
H -4.28 2.81 2.45
H -3.00 3.51 1.49
H -2.85 1.87 2.06
H -4.91 2.60 -0.11
H -3.94 0.00 1.21
H -5.31 0.11 0.06
H -5.44 0.77 1.69
H -1.80 3.83 -1.00
H -2.06 2.23 -3.65
H -0.66 2.20 -2.46
H -1.14 3.80 -3.21
H -4.19 3.42 -2.89
H -3.30 4.89 -2.86
H -4.37 4.36 -1.40
H -5.42 1.35 -2.12
H -6.55 0.31 -5.24
H -7.12 0.70 -3.63
H -7.16 -0.93 -4.14
H -4.45 -1.78 -4.96
H -2.43 -2.13 -3.80
H 1.35 -0.56 -4.63
H 1.42 0.48 -3.24
H -0.08 0.29 -4.01
H 2.31 -2.40 -3.82
H 1.71 -5.68 -3.37
H 2.36 -5.56 -1.79
H 3.23 -4.75 -3.18
H -0.01 -4.85 -1.12
H -2.03 -4.18 -0.25
H -2.91 -3.18 -1.34
H -2.23 -2.50 0.04
C 5.04 2.84 2.58
C 3.88 3.77 2.33
C 2.70 3.46 3.35
C 1.67 2.48 2.86
N 2.18 1.18 2.51
C 2.20 0.59 1.29
Se 1.83 1.44 -0.26
N 2.63 -0.73 1.42
C 2.86 -1.75 0.36
C 4.31 -1.91 0.10
C 5.22 -0.84 -0.42
C 4.82 -0.25 -1.86
C 2.68 -1.02 2.77
C 3.07 -2.16 3.40
C 3.21 -2.12 4.80
C 2.96 -0.93 5.49
C 2.61 0.25 4.85
C 2.47 0.17 3.46
H 5.76 2.86 1.73
H 4.70 1.82 2.75
H 5.55 3.19 3.50
H 3.40 3.65 1.36
H 4.26 4.82 2.45
H 2.16 4.41 3.53
H 3.13 3.19 4.28
H 1.20 2.79 1.94
H 0.89 2.35 3.64
H 2.38 -1.37 -0.52
H 2.47 -2.74 0.65
H 4.30 -2.72 -0.67
H 4.69 -2.34 1.02
H 6.27 -1.27 -0.51
H 5.29 -0.01 0.29
H 5.14 -0.92 -2.67
H 5.22 0.74 -1.94
H 3.73 -0.09 -1.88
H 3.43 -3.07 2.90
H 3.52 -3.01 5.36
H 3.07 -1.02 6.57
H 2.48 1.20 5.33
C -2.18 -0.53 4.76
O -1.56 -1.71 4.23
C -0.91 -1.59 3.07
S -0.07 -2.91 2.53
S -1.10 -0.13 2.25
H -2.70 -0.93 5.61
H -2.84 -0.07 4.01
H -1.40 0.21 5.10

Summary:
Total charge: -1
DFT total energy in eV: -144384.160

Löwdin population analysis, charges in e, atoms 1 to 99: 0.331, -0.169, -0.522, -0.119, 1.058, -0.585, -0.171, -0.106, -0.338, -0.098, -0.319, -0.080, -0.081, -0.034, -0.312, -0.070, -0.264, -0.201, -0.058, -0.023, -0.268, -0.062, -0.017, -0.188, -0.050, 0.076, 0.053, 0.005, 0.084, 0.050, 0.062, 0.064, 0.103, 0.093, 0.064, 0.084, 0.070, 0.066, 0.062, 0.098, 0.072, 0.054, 0.072, 0.124, 0.098, 0.084, 0.028, 0.061, 0.087, 0.046, 0.064, 0.082, 0.095, 0.068, 0.072, 0.056, -0.122, -0.240, -0.179, -0.191, -0.035, -0.707, 0.697, 0.026, -0.145, -0.228, -0.223, -0.088, -0.221, -0.052, -0.075, -0.097, -0.002, -0.137, 0.080, 0.057, 0.077, 0.073, 0.109, 0.119, 0.079, 0.070, 0.139, 0.076, 0.123, 0.126, 0.099, 0.114, 0.086, 0.065, 0.050, 0.007, 0.121, 0.103, 0.095, 0.097, -0.155, -0.252, -1.347